The following is a quantum chemistry calculation of a molecular structure, C6H13CeNO3, from OMol25.

ORCA input file:
```
! RIJCOSX wB97M-V def2-TZVPD def2/J DEFGRID3
* xyz 3 2
C -0.49311 -2.48090 2.95047
C 0.58574 -1.64999 2.21927
C -0.09408 -0.55463 1.46543
O 0.85431 0.18055 0.61890
C 0.31658 1.14366 -0.10868
N 0.44845 0.76292 -1.66873
C -0.62450 -0.22488 -2.08642
C 0.33588 1.85088 -2.34827
O -0.74840 2.54678 -2.52900
O 1.47216 2.37863 -2.91335
H -0.42310 -3.52608 2.70247
H -1.47831 -2.16622 2.61755
H -0.46309 -2.31298 4.01394
H 1.12519 -2.31211 1.55452
H 1.29801 -1.26353 2.93402
H -0.58048 0.11401 2.16995
H -0.87750 -1.00587 0.86345
H 0.89641 2.06348 0.03135
H -0.73199 1.32883 0.11299
H -1.29763 -0.47021 -1.27930
H -0.11412 -1.11976 -2.40938
H -1.20975 0.11869 -2.92855
H 2.10099 2.51603 -2.16190
Ce -0.29766 4.08270 -3.82075
*
```

Summary:
Energy relative to the best compared isomer or geometry (same formula, charge and spin)   51.1 kJ/mol
E_tot   -26959.078 eV
<S²>   0.7518
Maximum force   2.76 eV/Å